(1)
{"formula": "C49H53F3MnO5S3SbSi", "method": "wB97M-V/def2-TZVPD", "energy_ev": -148301.061, "multiplicity": 4, "lumo_energy_ev": [-6.1, -4.4], "charge": 1, "orbital_gap_ev": [4.698, 6.467], "symbols": ["Mn", "C", "C", "C", "C", "O", "Si", "O", "O", "C", "C", "C", "C", "O", "C", "C", "C", "C", "H", "H", "H", "H", "H", "H", "H", "H", "H", "H", "H", "H", "H", "H", "H", "H", "H", "H", "H", "H", "H", "H", "H", "H", "H", "H", "H", "F", "C", "C", "C", "C", "C", "C", "Sb", "C", "C", "C", "C", "F", "C", "C", "C", "C", "C", "C", "F", "C", "C", "H", "H", "H", "H", "H", "H", "H", "H", "H", "H", "H", "H", "C", "C", "C", "C", "C", "C", "H", "H", "H", "H", "H", "O", "C", "C", "C", "C", "C", "S", "C", "C", "C", "C", "S", "C", "C", "C", "C", "S", "H", "H", "H", "H", "H", "H", "H", "H", "H"], "positions_angstrom": [[-1.169, -0.436, 0.238], [1.052, 4.502, 2.726], [0.415, 3.234, 2.175], [-0.781, 2.811, 3.025], [1.440, 2.101, 2.123], [-0.034, 3.558, 0.847], [-0.588, 2.775, -0.452], [-0.898, 1.182, -0.075], [-1.900, 3.492, -1.050], [-3.137, 3.972, -0.493], [-4.006, 4.360, -1.684], [-3.797, 2.858, 0.316], [-2.861, 5.190, 0.385], [0.497, 2.640, -1.655], [0.706, 3.499, -2.807], [0.781, 4.955, -2.356], [-0.417, 3.318, -3.829], [2.032, 3.059, -3.413], [1.388, 4.340, 3.750], [0.333, 5.320, 2.718], [1.907, 4.788, 2.113], [-0.446, 2.542, 4.027], [-1.272, 1.948, 2.567], [-1.506, 3.622, 3.104], [1.901, 1.951, 3.099], [2.214, 2.332, 1.389], [0.940, 1.179, 1.823], [-4.208, 3.486, -2.304], [-3.491, 5.106, -2.288], [-4.950, 4.779, -1.336], [-3.847, 1.947, -0.284], [-4.805, 3.150, 0.607], [-3.217, 2.652, 1.219], [-2.471, 6.007, -0.223], [-2.117, 4.941, 1.140], [-3.777, 5.521, 0.874], [-0.160, 5.244, -1.887], [0.965, 5.607, -3.208], [1.583, 5.081, -1.627], [-1.375, 3.575, -3.385], [-0.461, 2.288, -4.182], [-0.233, 3.970, -4.682], [2.840, 3.256, -2.708], [2.228, 3.610, -4.332], [2.003, 1.990, -3.641], [8.165, 0.905, -0.400], [6.849, 0.657, -0.409], [6.083, 1.136, -1.455], [4.731, 0.832, -1.482], [4.158, 0.053, -0.482], [4.938, -0.352, 0.597], [6.293, -0.061, 0.633], [2.091, -0.597, -0.622], [2.387, -2.083, 0.909], [1.810, -1.908, 2.159], [2.076, -2.793, 3.193], [2.897, -3.874, 2.940], [3.144, -4.745, 3.929], [3.472, -4.087, 1.699], [3.227, -3.173, 0.688], [2.313, -1.959, -2.286], [1.582, -3.142, -2.282], [1.650, -4.019, -3.353], [2.438, -3.678, -4.437], [2.486, -4.508, -5.490], [3.178, -2.512, -4.469], [3.111, -1.652, -3.382], [6.548, 1.732, -2.229], [4.124, 1.214, -2.292], [4.497, -0.906, 1.413], [6.918, -0.390, 1.453], [1.147, -1.072, 2.344], [1.656, -2.661, 4.179], [4.102, -4.955, 1.554], [3.696, -3.305, -0.279], [0.954, -3.385, -1.436], [1.102, -4.951, -3.359], [3.790, -2.288, -5.332], [3.700, -0.743, -3.390], [-1.580, -2.373, -4.116], [-2.151, -3.010, -3.025], [-2.043, -2.462, -1.756], [-1.366, -1.258, -1.575], [-0.804, -0.613, -2.674], [-0.917, -1.167, -3.939], [-1.650, -2.814, -5.102], [-2.688, -3.941, -3.150], [-2.493, -2.987, -0.922], [-0.288, 0.329, -2.552], [-0.478, -0.653, -4.783], [-1.449, -1.672, 1.303], [-2.262, -2.479, 2.138], [-2.014, -3.947, 1.813], [-2.768, -5.044, 2.108], [-2.166, -6.256, 1.676], [-0.976, -6.056, 1.058], [-0.554, -4.395, 1.010], [-3.715, -2.083, 1.901], [-4.190, -1.202, 0.976], [-5.601, -1.036, 1.039], [-6.160, -1.777, 2.026], [-4.992, -2.685, 2.891], [-1.905, -2.182, 3.588], [-1.632, -0.947, 4.097], [-1.295, -0.986, 5.474], [-1.326, -2.250, 5.974], [-1.767, -3.408, 4.787], [-3.720, -5.011, 2.613], [-2.613, -7.227, 1.826], [-0.299, -6.776, 0.629], [-3.559, -0.683, 0.263], [-6.161, -0.397, 0.374], [-7.199, -1.851, 2.302], [-1.664, -0.041, 3.504], [-1.051, -0.113, 6.061], [-1.114, -2.580, 6.978]], "mulliken_spin": [3.33, 0.00, 0.00, 0.01, 0.00, -0.01, -0.09, -0.12, 0.00, 0.00, 0.00, 0.00, 0.00, 0.03, 0.00, 0.00, 0.00, 0.00, 0.00, 0.00, 0.00, 0.00, -0.01, 0.00, 0.00, 0.00, 0.01, 0.00, 0.00, 0.00, 0.00, 0.00, 0.00, 0.00, 0.00, 0.00, 0.00, 0.00, 0.00, 0.00, 0.00, 0.00, 0.00, 0.00, 0.00, 0.00, 0.00, 0.00, -0.01, 0.02, 0.00, 0.00, 0.19, -0.02, -0.01, 0.00, 0.00, 0.00, 0.00, 0.00, 0.02, -0.01, 0.00, 0.00, 0.00, 0.00, 0.00, 0.00, 0.00, 0.00, 0.00, 0.01, 0.00, 0.00, 0.00, 0.01, 0.00, 0.00, 0.00, 0.04, -0.03, 0.03, -0.33, 0.02, -0.02, 0.00, 0.00, -0.01, 0.01, 0.00, -0.12, 0.02, -0.02, 0.00, 0.00, 0.00, 0.00, 0.00, 0.06, 0.01, 0.00, 0.00, 0.00, -0.02, 0.00, 0.00, 0.00, 0.00, 0.00, 0.00, -0.01, 0.00, 0.00, 0.01, 0.00, 0.00]}

(2)
{"formula": "C14H14BN4O8S4Tc", "method": "wB97M-V/def2-TZVPD", "energy_ev": -83309.446, "multiplicity": 2, "lumo_energy_ev": [2.5, 2.7], "charge": -1, "orbital_gap_ev": [6.908, 6.841], "symbols": ["Tc", "N", "C", "S", "N", "N", "C", "C", "C", "C", "C", "C", "N", "H", "H", "H", "H", "H", "H", "H", "C", "S", "O", "O", "O", "H", "H", "H", "O", "B", "O", "C", "C", "C", "C", "C", "C", "H", "H", "H", "H", "O", "S", "O", "O", "S"], "positions_angstrom": [[1.930, -0.170, 0.393], [5.933, -0.185, 2.254], [4.822, -0.093, 1.443], [3.462, 0.823, 1.997], [4.869, -0.691, 0.292], [3.693, -0.532, -0.392], [3.782, -0.604, -1.706], [2.655, -0.106, -2.384], [2.497, -0.013, -3.781], [1.399, 0.609, -4.297], [0.432, 1.142, -3.421], [0.612, 1.000, -2.076], [1.695, 0.376, -1.541], [5.737, -0.081, 3.235], [6.550, -0.948, 2.022], [4.714, -0.897, -2.169], [3.263, -0.437, -4.418], [1.265, 0.691, -5.369], [-0.452, 1.641, -3.791], [-0.120, 1.368, -1.374], [-0.546, 1.376, 3.231], [-0.533, 1.681, 1.505], [-1.711, 2.408, 1.139], [0.756, 2.223, 1.126], [-0.544, 0.262, 0.874], [-0.490, 2.343, 3.726], [0.319, 0.755, 3.463], [-1.479, 0.861, 3.457], [-2.113, -1.137, -0.343], [-1.638, -0.824, 0.993], [-2.777, -0.324, 1.747], [-3.789, -0.203, 0.852], [-5.050, 0.298, 1.058], [-5.929, 0.315, -0.034], [-5.533, -0.162, -1.275], [-4.243, -0.676, -1.473], [-3.390, -0.687, -0.394], [-5.345, 0.671, 2.031], [-6.930, 0.708, 0.095], [-6.227, -0.134, -2.106], [-3.916, -1.049, -2.436], [0.543, -3.638, 2.351], [0.474, -2.372, 1.697], [1.234, -1.266, 2.313], [-1.022, -1.970, 1.685], [1.138, -2.354, -0.196]], "mulliken_spin": [1.22, -0.01, -0.02, 0.05, 0.01, -0.07, -0.05, -0.02, -0.01, 0.00, -0.04, 0.03, -0.08, 0.00, 0.00, -0.01, 0.00, 0.00, 0.00, 0.00, 0.00, 0.00, 0.00, 0.02, -0.03, 0.00, 0.00, 0.00, 0.01, -0.02, 0.00, 0.00, 0.00, 0.00, 0.00, 0.00, 0.00, 0.00, 0.00, 0.00, 0.00, 0.00, 0.00, -0.01, 0.00, 0.04]}

(3)
{"formula": "C60H72BN10O", "method": "wB97M-V/def2-TZVPD", "energy_ev": -81005.870, "lumo_energy_ev": 1.5, "charge": -1, "orbital_gap_ev": 5.692, "symbols": ["C", "O", "C", "C", "C", "B", "C", "C", "C", "C", "C", "N", "C", "C", "C", "C", "C", "C", "H", "H", "H", "H", "H", "H", "H", "H", "H", "H", "H", "H", "H", "H", "H", "H", "H", "H", "H", "H", "H", "H", "H", "H", "H", "H", "H", "N", "C", "C", "C", "C", "C", "H", "H", "H", "H", "H", "N", "C", "C", "C", "C", "C", "H", "H", "H", "H", "H", "N", "C", "C", "C", "C", "C", "H", "H", "H", "H", "H", "N", "C", "C", "C", "C", "C", "H", "H", "H", "H", "H", "N", "C", "C", "C", "C", "C", "H", "H", "H", "H", "H", "N", "C", "C", "C", "C", "C", "H", "H", "H", "H", "H", "N", "C", "C", "C", "C", "C", "H", "H", "H", "H", "H", "N", "C", "C", "C", "C", "C", "H", "H", "H", "H", "H", "N", "C", "C", "C", "C", "C", "H", "H", "H", "H", "H"], "positions_angstrom": [[-2.244, -1.709, 0.021], [-1.570, -2.325, -1.102], [-0.840, -3.533, -0.671], [0.503, -3.031, 0.039], [1.177, -4.146, 1.021], [0.341, -4.257, 2.444], [-0.502, -5.655, 2.633], [-1.779, -5.486, 3.646], [-3.165, -5.688, 2.860], [-4.383, -4.795, 3.392], [-4.326, -3.249, 2.928], [-3.860, -2.311, 3.997], [1.399, -3.957, 3.675], [1.051, -2.870, 4.756], [2.110, -2.619, 5.858], [3.465, -3.409, 5.872], [3.805, -4.487, 4.812], [2.757, -4.760, 3.707], [-3.366, -1.875, -0.124], [-1.947, -2.197, 1.026], [-2.062, -0.587, 0.123], [-0.520, -4.123, -1.605], [-1.546, -4.128, 0.000], [0.393, -2.089, 0.672], [1.300, -2.852, -0.794], [1.268, -5.179, 0.510], [2.269, -3.783, 1.160], [-0.476, -3.366, 2.433], [-0.911, -5.978, 1.608], [0.178, -6.497, 3.020], [-1.688, -4.478, 4.189], [-1.677, -6.344, 4.417], [-3.441, -6.807, 2.972], [-3.007, -5.521, 1.737], [-5.344, -5.226, 2.911], [-4.555, -4.898, 4.531], [-5.421, -2.950, 2.683], [-3.759, -3.160, 1.940], [-4.638, -2.178, 4.673], [-3.782, -1.378, 3.538], [0.067, -2.290, 4.739], [1.910, -1.843, 6.678], [4.233, -3.210, 6.686], [4.792, -5.066, 4.782], [2.905, -5.520, 2.861], [-2.415, -0.979, -6.322], [-1.130, -0.590, -6.298], [-0.337, -0.617, -5.161], [-0.903, -1.068, -3.976], [-2.229, -1.474, -3.972], [-2.937, -1.412, -5.163], [-0.734, -0.243, -7.247], [0.696, -0.293, -5.201], [-0.317, -1.103, -3.064], [-2.701, -1.830, -3.066], [-3.976, -1.722, -5.211], [-1.939, 4.095, -4.388], [-2.340, 5.147, -5.120], [-2.769, 5.054, -6.434], [-2.783, 3.803, -7.033], [-2.373, 2.698, -6.300], [-1.964, 2.895, -4.991], [-2.307, 6.105, -4.609], [-3.084, 5.938, -6.976], [-3.112, 3.689, -8.060], [-2.370, 1.707, -6.736], [-1.637, 2.062, -4.376], [2.890, -0.731, 8.511], [3.651, 0.363, 8.351], [4.878, 0.546, 8.967], [5.348, -0.457, 9.802], [4.583, -1.596, 9.989], [3.370, -1.686, 9.324], [3.239, 1.119, 7.690], [5.452, 1.449, 8.799], [6.304, -0.350, 10.304], [4.920, -2.397, 10.634], [2.736, -2.561, 9.435], [-5.010, 3.997, -9.894], [-5.410, 5.048, -10.626], [-5.839, 4.954, -11.941], [-5.852, 3.702, -12.539], [-5.442, 2.598, -11.806], [-5.034, 2.796, -10.496], [-5.379, 6.006, -10.116], [-6.154, 5.837, -12.483], [-6.179, 3.587, -13.565], [-5.439, 1.607, -12.240], [-4.708, 1.964, -9.881], [3.406, -2.603, -2.051], [4.469, -3.419, -2.108], [5.617, -3.142, -2.834], [5.671, -1.953, -3.547], [4.584, -1.091, -3.507], [3.485, -1.459, -2.748], [4.377, -4.337, -1.537], [6.447, -3.838, -2.842], [6.551, -1.701, -4.128], [4.592, -0.155, -4.051], [2.612, -0.817, -2.682], [-5.926, 5.836, -1.888], [-6.869, 6.755, -1.628], [-7.222, 7.768, -2.506], [-6.562, 7.840, -3.724], [-5.581, 6.904, -4.017], [-5.303, 5.928, -3.074], [-7.355, 6.659, -0.662], [-7.994, 8.481, -2.244], [-6.809, 8.619, -4.437], [-5.045, 6.931, -4.958], [-4.547, 5.171, -3.258], [5.303, -1.482, 13.300], [6.065, -0.387, 13.139], [7.293, -0.206, 13.755], [7.764, -1.209, 14.590], [6.996, -2.349, 14.775], [5.783, -2.437, 14.111], [5.654, 0.370, 12.480], [7.867, 0.698, 13.587], [8.720, -1.103, 15.091], [7.332, -3.152, 15.420], [5.148, -3.311, 14.222], [-5.217, 2.148, -15.070], [-4.410, 2.697, -15.991], [-3.702, 1.966, -16.931], [-3.829, 0.585, -16.920], [-4.656, -0.010, -15.978], [-5.324, 0.809, -15.083], [-4.340, 3.780, -15.958], [-3.066, 2.463, -17.653], [-3.290, -0.023, -17.638], [-4.779, -1.085, -15.940], [-5.985, 0.391, -14.329], [8.219, 3.757, 11.410], [8.057, 3.414, 10.122], [7.538, 4.263, 9.157], [7.159, 5.540, 9.543], [7.313, 5.920, 10.868], [7.846, 4.999, 11.756], [8.365, 2.404, 9.871], [7.433, 3.933, 8.131], [6.747, 6.233, 8.817], [7.027, 6.909, 11.204], [7.989, 5.250, 12.802]], "mulliken_charge": [-0.52, -0.26, -0.12, 0.36, -0.77, 0.55, -0.70, -0.38, -0.54, -0.87, 0.15, -0.63, 0.43, -0.58, -0.17, -0.26, -0.71, -0.33, 0.26, -0.09, 0.32, 0.29, -0.08, 0.27, -0.33, 0.08, 0.25, -0.41, 0.22, 0.29, 0.19, 0.23, 0.31, 0.22, 0.33, 0.30, 0.34, -0.25, 0.25, 0.24, 0.27, 0.31, 0.24, 0.25, 0.22, -0.57, -0.39, -0.36, 0.05, -0.22, -0.47, 0.39, 0.39, 0.46, 0.37, 0.37, -0.57, -0.64, -0.30, -0.33, 0.10, -0.31, 0.53, 0.44, 0.31, 0.27, 0.46, -0.42, -0.34, -0.36, -0.13, -0.36, -0.38, 0.34, 0.34, 0.60, 0.33, 0.35, -0.35, -0.19, -0.64, 0.03, -0.37, -0.24, 0.34, 0.35, 0.53, 0.17, 0.40, -0.24, -0.17, -0.64, -0.10, -0.75, -0.09, 0.39, 0.35, 0.36, 0.35, 0.43, -0.51, -0.29, -0.27, -0.50, -0.04, -0.25, 0.36, 0.35, 0.36, 0.33, 0.46, -0.43, -0.44, -0.47, -0.20, -0.36, -0.25, 0.67, 0.41, 0.36, 0.36, 0.36, -0.24, -0.08, -0.65, -0.11, -0.63, -0.16, 0.37, 0.36, 0.36, 0.35, 0.40, -0.50, -0.23, -0.35, -0.24, -0.34, -0.22, 0.42, 0.39, 0.36, 0.35, 0.35]}

(4)
{"formula": "C7H11NO2S", "method": "wB97M-V/def2-TZVPD", "energy_ev": -23855.206, "smiles": "[H]/N=C/CC1=C[C@@H](C)S(=O)(=O)C1", "lumo_energy_ev": 0.7, "charge": 0, "orbital_gap_ev": 10.321, "symbols": ["H", "N", "C", "C", "C", "C", "C", "C", "S", "O", "O", "C", "H", "H", "H", "H", "H", "H", "H", "H", "H", "H"], "positions_angstrom": [[-0.652, -3.923, 1.196], [-1.111, -3.080, 1.030], [-0.576, -2.156, 1.682], [-1.136, -0.783, 1.715], [-0.683, 0.087, 0.604], [0.456, 0.816, 0.590], [0.917, 1.498, -0.564], [2.339, 1.405, -1.025], [-0.226, 0.652, -1.814], [0.377, -0.573, -2.330], [-0.916, 1.585, -2.711], [-1.508, 0.180, -0.624], [0.431, -2.354, 2.112], [-0.838, -0.446, 2.679], [-2.229, -0.820, 1.723], [1.047, 0.813, 1.491], [0.650, 2.517, -0.575], [2.918, 2.365, -0.815], [2.195, 1.425, -2.179], [2.717, 0.402, -0.902], [-2.119, 1.119, -0.479], [-2.054, -0.725, -0.806]], "mulliken_charge": [0.25, -0.60, 0.12, -1.33, 0.49, -0.84, 0.35, -1.21, 1.00, -0.62, -0.66, -0.67, 0.39, 0.37, 0.41, 0.39, 0.37, 0.34, 0.31, 0.38, 0.29, 0.46]}